Computed, not measured: a cluster of 13 separate species, C68H158F15N8O26 in total, with ωB97M-V/def2-TZVPD.

Element x y z (Å)
C  10.366990  -13.337440  14.220760
O  9.282800  -13.333700  13.258900
O  11.136810  -12.152650  14.128990
C  9.969000  -14.008230  15.641240
F  9.005750  -13.275900  16.196410
F  9.488910  -15.233390  15.573110
F  10.965790  -14.077220  16.598240
C  8.125750  -12.531070  13.479990
C  7.044660  -12.822290  12.476890
H  6.089470  -12.362450  12.730390
H  7.292760  -12.425460  11.492480
H  6.898270  -13.881610  12.265920
H  8.427460  -11.483710  13.469250
H  7.637230  -12.616660  14.450620
H  11.031580  -14.103570  13.821420
C  1.998640  -15.569280  12.735050
O  1.893930  -14.874940  11.475240
O  0.888640  -16.398130  12.914960
C  3.480600  -15.991990  12.968330
F  3.660920  -16.465260  14.219670
F  3.887570  -16.875200  12.019990
F  4.384390  -14.934210  12.859640
C  1.876260  -13.454120  11.624730
C  1.439760  -12.781700  10.282480
H  0.678640  -13.441080  9.865330
H  1.079310  -11.767280  10.453130
H  2.239920  -12.667100  9.551230
H  2.855500  -13.064030  11.902250
H  1.116920  -13.151250  12.345680
H  1.923390  -14.858270  13.557790
C  3.156910  -14.592050  18.524920
O  3.753240  -13.650610  17.574660
O  2.906460  -13.883690  19.690960
C  1.964640  -15.453810  17.820030
F  1.179300  -14.653650  17.071350
F  2.444500  -16.382490  17.003110
F  1.279960  -16.056490  18.677920
C  4.383270  -14.321140  16.395600
C  5.739800  -13.675270  16.203980
H  6.318940  -14.195400  15.440990
H  5.681920  -12.653840  15.827900
H  6.379760  -13.557630  17.078470
H  3.766960  -14.184370  15.507030
H  4.612810  -15.386390  16.421030
H  4.035480  -15.218570  18.678870
C  4.013460  -9.134830  11.245410
O  4.273490  -9.571530  12.553340
O  3.809490  -7.735680  11.351760
C  5.248870  -9.606330  10.296030
F  6.378560  -8.969990  10.340800
F  5.575550  -10.881530  10.444830
F  4.894030  -9.420720  9.003880
C  3.169070  -9.749830  13.509710
C  3.776600  -10.492890  14.706890
H  4.430620  -11.308560  14.398590
H  4.561500  -9.881690  15.152400
H  3.063890  -10.784100  15.478460
H  2.218960  -10.205060  13.230150
H  2.745910  -8.799200  13.834270
H  3.131770  -9.659780  10.877800
C  11.769110  -16.593270  10.853890
O  10.770240  -15.730090  10.213060
O  11.078580  -17.843170  10.952760
C  13.137520  -16.469270  10.159670
F  13.734660  -15.312880  10.236060
F  14.017340  -17.413460  10.631380
F  12.951970  -16.760150  8.870590
C  11.030330  -14.338960  10.063440
C  9.868130  -13.626060  9.398070
H  9.020650  -13.694740  10.080090
H  10.073400  -12.591760  9.122060
H  9.694330  -14.110550  8.437260
H  11.882640  -14.164230  9.406820
H  11.257100  -13.838020  11.004570
H  11.856220  -16.056130  11.798340
C  10.891530  -16.309720  6.610800
O  10.035150  -15.322260  6.089260
C  10.770060  -14.200940  5.467660
C  9.888700  -13.000780  4.965180
N  8.760790  -13.422410  3.999160
H  8.541330  -12.592930  3.466340
H  9.162220  -14.072450  3.338540
C  7.442120  -14.043150  4.539760
C  6.704340  -13.131230  5.574280
O  7.517810  -12.871960  6.721940
C  6.907220  -12.153150  7.736460
H  10.257280  -17.047380  7.102410
H  11.644390  -15.916270  7.293810
H  11.429200  -16.845730  5.828680
H  11.364380  -14.691510  4.696800
H  11.589350  -13.847120  6.093500
H  10.470470  -12.497520  4.192930
H  9.594470  -12.258430  5.707100
H  7.689360  -15.080870  4.763600
H  6.767160  -14.071900  3.684370
H  5.819760  -13.649710  5.944140
H  6.452870  -12.257870  4.972540
H  6.667440  -11.150650  7.382040
H  7.523620  -12.138120  8.635310
H  5.904970  -12.551710  7.893740
C  8.703340  -12.573170  19.731350
O  10.128240  -12.660130  19.830030
C  10.740210  -12.266080  21.062370
C  12.189550  -12.639820  21.097150
N  12.461200  -13.973560  20.377580
H  11.895870  -14.665120  20.849010
H  12.001200  -13.930440  19.479460
C  13.889210  -14.506840  20.294060
C  13.907770  -15.862100  19.514430
O  13.203650  -15.864530  18.318720
C  12.984880  -17.108120  17.646350
H  8.195320  -12.898320  18.823450
H  8.528980  -11.506540  19.872740
H  8.188730  -12.997510  20.593450
H  10.199750  -12.877220  21.785210
H  10.514590  -11.238490  21.347450
H  12.725680  -12.674580  22.045540
H  12.722100  -11.961610  20.430410
H  14.283300  -14.645280  21.300850
H  14.456210  -13.836300  19.648320
H  13.408150  -16.667000  20.053540
H  14.933380  -16.085120  19.220350
H  12.964660  -17.944940  18.344500
H  13.877360  -17.455950  17.126160
H  12.171740  -17.179660  16.924000
C  6.476080  -18.347770  13.521670
O  7.708260  -17.875380  13.076070
C  7.738040  -16.443390  12.739020
C  7.271030  -16.270150  11.313180
N  8.067540  -17.180870  10.318150
H  9.033130  -17.020880  10.567440
H  8.007480  -18.156050  10.574130
C  7.981730  -16.788830  8.831900
C  6.601770  -16.331490  8.347650
O  6.177680  -15.095820  9.034200
C  4.817670  -14.864060  8.931100
H  5.601420  -18.418310  12.875060
H  6.147500  -17.700580  14.334860
H  6.571630  -19.377090  13.867320
H  8.746840  -16.031390  12.765120
H  7.180940  -15.809280  13.428700
H  7.495760  -15.262070  10.964820
H  6.206560  -16.438390  11.149800
H  8.163420  -17.644660  8.181790
H  8.707320  -15.991780  8.669680
H  5.854780  -17.103330  8.533060
H  6.711370  -16.057730  7.298300
H  4.143170  -15.678730  9.194640
H  4.454430  -14.478230  7.978580
H  4.720000  -14.021910  9.616200
C  14.297530  -12.737970  11.309500
O  14.625200  -11.259880  11.086940
C  13.916780  -10.348400  11.962190
C  12.607850  -9.936220  11.127410
N  11.258200  -9.902660  12.010530
H  11.217760  -10.707140  12.619850
H  11.257820  -9.084180  12.602290
C  9.970940  -9.834910  11.127060
C  9.896490  -8.489290  10.406350
O  10.941630  -8.517970  9.361240
C  11.062350  -7.260590  8.752910
H  14.520160  -13.187920  12.277010
H  14.860210  -13.327840  10.585940
H  13.245230  -12.916060  11.088020
H  14.547140  -9.504320  12.241990
H  13.592070  -10.823720  12.887790
H  12.416530  -10.667600  10.342180
H  12.699940  -8.897300  10.810750
H  9.059320  -9.865860  11.723800
H  10.046250  -10.693930  10.460330
H  10.026390  -7.700380  11.147190
H  8.927250  -8.362860  9.923990
H  11.071430  -6.369570  9.380680
H  10.150380  -7.248090  8.156040
H  11.966610  -7.248620  8.144420
C  16.137350  -10.553450  14.811970
O  14.978420  -10.390230  15.669600
C  14.540100  -11.662420  16.209700
C  13.177550  -11.484220  17.032000
N  12.211030  -10.469390  16.422110
H  12.522580  -9.523540  16.253570
H  12.138090  -10.744570  15.453060
C  10.744450  -10.456360  16.938020
C  10.700500  -9.621910  18.192510
O  11.245140  -8.309860  18.120520
C  10.193620  -7.295570  18.259640
H  16.190370  -9.707710  14.126400
H  16.085400  -11.339170  14.058290
H  17.046830  -10.643530  15.405970
H  15.322190  -12.039580  16.868630
H  14.571940  -12.486340  15.496790
H  13.313160  -11.158880  18.063440
H  12.613890  -12.416580  16.999060
H  10.231860  -11.418260  16.948240
H  10.240100  -9.856160  16.180720
H  11.366100  -9.915690  19.004150
H  9.688570  -9.643580  18.597030
H  10.473450  -6.243820  18.199560
H  9.856350  -7.407990  19.290030
H  9.367610  -7.508350  17.581010
C  13.980340  -15.739020  14.319610
O  13.385330  -16.989890  14.578160
C  13.994520  -18.162450  14.094440
C  12.976850  -19.311210  14.287680
N  11.579640  -19.052260  13.629740
H  11.715530  -18.780030  12.666660
H  11.202380  -19.987490  13.573830
C  10.662350  -17.983530  14.307040
C  9.631390  -18.509350  15.279110
O  10.250660  -19.305240  16.270750
C  9.469940  -20.437710  16.659530
H  14.919530  -15.697570  14.871240
H  13.320720  -14.920290  14.607180
H  14.174960  -15.758120  13.247290
H  14.756990  -18.487070  14.802510
H  14.504640  -18.114610  13.132360
H  12.872940  -19.449470  15.363870
H  13.236030  -20.245120  13.788940
H  10.149750  -17.576020  13.435670
H  11.110900  -17.131610  14.818050
H  8.992440  -19.162700  14.684990
H  8.925960  -17.774420  15.666850
H  10.162290  -20.898890  17.363850
H  9.374280  -21.131010  15.823890
H  8.592320  -20.140580  17.233630
C  7.538980  -15.872180  18.322620
O  6.911260  -15.166890  19.383470
C  6.363770  -16.109500  20.344840
C  5.947540  -15.452790  21.653870
N  5.262890  -14.092120  21.533660
H  6.008390  -13.419380  21.425230
H  4.611680  -14.028170  20.764280
C  4.305210  -13.521170  22.656320
C  4.932880  -13.575610  24.032290
O  5.234730  -14.895140  24.309620
C  5.768650  -15.074630  25.617340
H  6.776450  -15.920950  17.545280
H  8.034910  -16.813050  18.561200
H  8.311970  -15.218840  17.917970
H  6.993480  -16.947580  20.643490
H  5.427300  -16.503990  19.950500
H  6.863570  -15.104920  22.131330
H  5.351720  -16.006270  22.379660
H  3.337210  -14.022000  22.640810
H  4.132310  -12.457590  22.491930
H  4.291940  -13.130060  24.793060
H  5.940550  -13.161750  24.070270
H  6.755910  -14.613820  25.584360
H  5.814580  -16.143610  25.825350
H  5.293930  -14.532540  26.435190
C  7.464260  -9.044360  14.585520
O  6.643710  -7.881260  14.331290
C  7.008360  -7.007430  13.199280
C  6.264850  -5.650750  13.215790
N  4.743800  -5.741110  13.193410
H  4.462170  -4.809610  12.923040
H  4.405780  -6.417590  12.523930
C  4.054060  -6.123800  14.560350
C  3.859970  -4.844610  15.457500
O  5.162350  -4.494850  16.001010
C  5.085250  -3.304130  16.865890
H  6.911360  -9.664100  15.291430
H  8.370260  -8.663680  15.057060
H  7.810600  -9.579430  13.701290
H  6.799750  -7.464270  12.231870
H  8.081260  -6.822760  13.252800
H  6.635170  -5.291850  12.255510
H  6.601590  -5.040270  14.053660
H  4.471080  -6.992690  15.069490
H  3.094870  -6.459410  14.166120
H  3.136220  -5.079970  16.237820
H  3.410310  -4.092780  14.808910
H  4.378070  -2.592260  16.440150
H  5.946610  -2.641150  16.784480
H  4.850890  -3.459310  17.919020

Forces on the atoms, in the same order (eV/Å):
2.12 0.92 -1.71
0.06 -0.97 1.34
-1.43 -0.80 1.62
-0.09 1.99 -0.40
-0.57 0.70 0.84
0.07 -0.84 -0.77
0.09 0.29 -0.91
-0.39 0.66 0.67
0.25 0.07 -1.32
0.04 -0.09 0.26
0.15 0.24 -0.15
-0.15 0.04 0.66
0.08 0.21 -0.36
0.50 -0.64 0.35
-0.11 -0.68 -0.26
-4.13 -0.88 1.62
1.03 1.00 -0.25
4.00 0.77 -0.71
-1.37 0.07 -0.91
0.37 -0.34 -0.86
0.73 -0.47 0.54
-0.25 -0.43 0.06
-0.42 0.14 -1.43
0.43 -0.77 0.65
-0.20 0.35 -0.13
-0.31 -0.11 0.12
0.26 -0.30 -0.01
0.18 0.06 0.36
0.10 -0.20 0.41
0.18 1.14 0.30
0.43 1.95 1.61
0.29 -1.58 -2.09
0.48 -1.79 -1.49
2.70 3.64 -1.04
-0.06 0.06 0.14
0.90 -0.74 -0.95
-2.57 -1.73 3.09
0.15 1.50 1.10
0.44 0.99 -0.74
0.07 -0.34 -0.12
-0.38 0.24 -0.08
-0.28 -0.53 0.44
-0.11 0.10 0.08
-0.73 -0.28 0.91
-0.02 -1.48 0.02
-0.24 3.87 1.29
-0.30 -1.97 1.31
1.03 -1.92 -1.09
-3.04 0.60 -0.13
2.53 1.87 1.37
-0.15 -1.44 0.18
-0.82 -0.47 -0.37
0.80 0.23 0.38
0.83 0.54 -0.36
-0.76 -0.65 -0.35
-0.26 0.68 0.37
0.02 -0.12 -0.20
0.49 -0.87 -1.22
0.65 0.61 0.04
-0.10 -0.17 -0.54
-3.53 -1.28 1.17
0.04 0.62 -0.90
2.79 2.64 0.22
-1.02 -3.44 -0.64
0.52 1.24 0.44
-0.46 0.70 0.15
0.38 0.10 -0.69
0.57 0.49 -0.55
-0.08 -0.87 0.11
-0.36 0.19 -0.38
0.23 0.14 0.43
-0.49 -0.14 0.03
0.37 -0.20 -0.02
0.01 -0.22 0.52
0.61 -0.21 0.96
0.33 -0.55 -0.10
-0.11 2.48 -0.60
-0.73 -1.45 0.25
1.01 -1.29 -1.07
-0.97 -0.14 1.89
-0.30 0.35 -0.19
0.18 -0.40 -0.23
0.09 0.49 0.06
1.62 -1.00 0.46
1.21 -0.98 -1.92
-1.70 0.89 -0.15
0.15 0.19 0.18
-0.27 0.14 0.17
0.07 0.03 -0.33
-0.32 0.31 -0.91
-0.40 0.46 0.67
0.79 0.28 0.57
-0.53 -0.62 -0.07
0.00 0.29 0.69
0.10 -0.03 -0.18
-0.37 0.01 -0.49
-0.30 0.56 0.50
0.42 0.52 0.21
-0.15 -0.17 -0.20
0.04 -0.36 0.74
-0.19 1.98 1.61
1.46 -0.70 -1.22
-2.59 -1.63 0.54
1.77 0.04 -2.12
-0.31 -0.11 1.22
-0.18 -0.60 0.38
0.02 0.10 -0.89
-0.87 -0.64 -1.78
-0.33 -0.99 0.06
-1.75 1.76 -1.73
1.60 -1.29 0.70
0.97 -0.37 -0.14
-0.59 0.32 -0.37
0.27 -0.67 0.03
0.06 0.01 0.71
0.49 0.29 -0.23
-0.58 0.13 0.14
0.24 0.35 0.27
0.06 0.22 -0.21
0.03 0.45 0.59
0.71 -0.17 0.99
0.43 -0.17 0.96
-0.97 0.11 0.65
0.40 0.76 -0.55
-0.16 0.83 0.55
-1.46 -0.22 1.31
1.24 1.67 -1.08
0.03 -1.48 -0.64
-0.11 -0.10 -1.14
-0.29 1.53 0.34
1.43 0.23 0.06
-0.81 -0.54 -0.31
-1.28 0.08 0.28
-0.05 1.77 1.57
1.86 -2.34 -1.17
-1.21 1.47 0.61
0.38 0.54 -0.93
-0.20 -0.18 0.37
0.50 0.08 0.25
0.43 -0.62 0.32
-0.52 -0.29 0.01
-0.10 -0.13 0.06
0.10 -0.16 0.16
0.62 -0.18 0.46
0.05 -0.29 0.17
-0.14 -0.06 -0.29
-0.12 -0.48 -0.26
0.25 -0.22 0.41
0.36 -0.11 -0.63
-0.82 -0.15 0.21
-0.01 1.54 -0.98
-0.26 -1.70 1.72
-1.53 -1.35 -1.50
-0.08 0.56 2.37
0.17 0.39 -2.15
-0.19 -1.29 0.80
0.15 0.29 0.17
0.74 0.71 0.11
1.51 -1.44 -1.45
-0.63 -0.03 2.83
-0.77 0.07 -1.28
0.16 0.81 0.42
0.17 0.64 -0.11
-0.08 0.22 0.12
0.00 0.02 -0.50
0.06 -0.32 0.18
0.11 0.36 0.03
-0.07 -0.52 -0.56
0.30 -0.55 0.46
-0.21 0.16 0.01
0.27 0.40 -0.13
-0.18 -0.05 0.10
0.05 -0.24 0.58
0.20 0.98 -0.69
-0.20 -0.10 -0.09
-0.25 0.58 -0.27
-0.41 -1.56 -0.54
0.09 1.12 0.82
0.45 0.61 -0.90
-0.78 -1.51 -0.73
0.65 0.66 1.26
-0.62 -1.28 -0.98
1.17 1.83 -0.55
0.75 0.14 1.88
-0.99 1.45 -1.68
-0.13 -0.86 0.83
0.08 0.56 0.68
-0.44 -0.81 0.53
-0.04 0.01 -0.05
-0.04 0.28 0.83
-1.02 0.36 -0.75
0.38 -0.07 -0.12
0.11 -0.03 0.04
0.72 -0.14 0.23
-0.12 -0.14 -0.22
-0.22 -1.56 0.03
-0.16 0.15 -0.09
0.84 -0.40 -0.54
-0.44 0.02 0.04
0.02 0.09 -0.10
0.76 -1.09 -0.59
-1.12 -0.19 0.16
-0.12 -0.90 0.93
-0.87 0.85 -1.13
1.31 1.01 3.06
-0.13 0.90 -1.52
-1.00 -0.04 0.30
-0.88 0.39 -0.49
-0.35 -2.20 -1.12
0.04 0.64 -0.17
1.76 0.24 0.89
0.24 0.41 -0.01
-0.16 -0.24 -0.01
0.26 0.78 -0.16
0.61 0.15 0.08
-0.56 0.36 -0.38
-0.57 -0.16 -0.23
0.75 0.12 0.30
-0.14 0.04 0.10
1.30 -0.64 -0.56
-0.29 -0.23 -0.03
0.44 0.52 0.09
-0.33 -0.44 0.17
-0.74 0.12 -0.01
-0.39 -0.20 -0.56
-0.26 1.24 -0.94
0.59 -1.44 2.24
-2.13 0.80 -0.19
0.78 2.02 0.72
-0.96 0.44 1.55
-0.17 0.31 -0.37
-1.45 0.04 -2.18
0.97 -0.06 0.63
0.88 -0.58 -0.52
-1.16 -1.82 1.26
0.76 0.25 -0.47
0.16 -0.80 -0.26
-0.43 -0.16 0.34
0.11 0.12 0.05
0.46 0.11 -0.38
0.08 -0.36 -0.56
0.16 -0.66 0.55
0.28 -0.50 -0.57
0.31 -0.28 -0.45
0.04 -0.15 -0.89
-0.16 0.22 -0.08
0.00 1.48 -0.22
0.59 -0.33 0.21
0.04 0.22 -0.01
-0.82 -0.12 -0.23
-0.19 1.84 -0.23
0.21 0.32 -1.13
-0.87 -1.14 1.39
0.53 -1.65 0.10
1.95 0.28 2.89
-0.63 0.17 -0.03
-0.45 -1.78 -1.78
-0.71 1.54 -0.69
1.36 -1.73 -0.57
-1.07 1.22 0.58
-0.33 0.54 -1.30
0.05 -0.12 -0.31
0.41 -0.10 0.40
-0.63 -0.11 -0.23
-0.24 -0.53 0.12
0.23 0.37 0.05
-0.51 0.79 0.03
-0.41 0.09 -0.12
0.72 0.36 -0.42
-0.26 0.13 0.34
0.07 -0.03 0.16
0.23 0.56 0.15
-0.77 -0.33 0.09
0.81 -0.92 0.04
-0.03 -0.59 -0.19

Output
orbital gap = 2.54 eV
largest force on an atom = 4.65 eV/A
E_LUMO = -0.21295 Eh
net charge = +3
M = 1789.0 g/mol